Record 1
This record from the OMol25 dataset describes a structure of composition C49H57N4OPtSi2Te2 at a distorted geometry. The level of theory is wB97M-V/def2-TZVPD.

As for the highest occupied orbital energy (alpha / beta): -6.37 / -6.76 eV. For the largest force on an atom, the calculation gives 1.8 eV Å⁻¹. As for the total charge: 0. The energy above the lowest of the compared OMol25 structures with the same formula, charge and spin comes out at 6.9 kJ/mol. Its spin multiplicity is 2. The value obtained for the orbital gap (alpha / beta) is 5.85 / 6.12 eV.

Each line ends with the Mulliken spin population.
Element x y z (Å)
Pt -2.51 1.32 1.06  0.05
C -4.48 -2.44 1.52  -0.01
C -3.54 -1.45 1.72  0.04
N -3.79 -0.16 1.42  0.00
C -5.02 0.20 0.98  0.02
C -6.05 -0.76 0.80  0.00
C -5.73 -2.12 1.04  0.00
C -7.32 -0.32 0.40  0.00
C -7.54 1.03 0.15  0.00
C -6.54 1.97 0.28  0.00
C -5.25 1.59 0.70  0.01
N -4.13 2.37 0.81  0.00
C -3.92 3.71 0.67  0.00
C -4.87 4.75 0.62  0.00
C -4.46 6.06 0.45  0.00
C -3.12 6.41 0.35  0.00
C -2.13 5.41 0.42  0.00
C -0.75 5.69 0.35  0.00
C 0.16 4.64 0.42  0.00
C -0.31 3.35 0.58  0.02
N -1.62 3.06 0.68  -0.01
C -2.54 4.06 0.60  0.00
H -4.22 -3.46 1.76  0.00
H -2.58 -1.65 2.18  -0.02
H -6.48 -2.88 0.86  0.00
H -8.11 -1.04 0.27  0.00
H -8.53 1.35 -0.16  0.00
H -6.76 2.99 0.00  0.00
H -5.92 4.56 0.75  0.00
H -5.21 6.85 0.41  0.00
H -2.82 7.44 0.23  0.00
H -0.42 6.71 0.21  0.00
H 1.22 4.81 0.35  0.00
H 0.36 2.51 0.61  -0.02
C 7.94 3.43 -2.12  0.00
C 6.60 2.89 -1.71  0.00
C 5.67 2.48 -2.65  0.00
C 4.44 1.95 -2.28  0.00
C 3.48 1.55 -3.36  0.00
C 4.13 1.80 -0.93  0.00
Te 2.29 0.77 -0.39  -0.02
N -0.96 0.12 1.22  0.51
C -0.21 -0.42 2.11  -0.04
O 0.27 -1.60 1.98  0.01
C 0.16 0.32 3.37  0.03
C -0.24 -0.16 4.61  0.00
C 0.20 0.46 5.77  0.00
C 1.03 1.57 5.69  0.00
C 1.42 2.05 4.46  0.00
C 0.99 1.43 3.30  0.00
C 3.05 -1.11 -1.05  0.00
C 2.53 -1.64 -2.22  0.00
C 2.95 -2.88 -2.69  0.00
C 3.91 -3.57 -1.99  0.00
C 4.43 -3.04 -0.83  0.00
C 4.00 -1.81 -0.33  0.00
C 4.54 -1.31 0.97  0.00
C 5.03 2.26 0.03  0.00
C 4.74 2.26 1.50  0.00
C 6.25 2.79 -0.38  0.00
H 8.03 3.47 -3.20  0.00
H 8.74 2.80 -1.73  0.00
H 8.08 4.43 -1.72  0.00
H 5.91 2.57 -3.71  0.00
H 3.80 1.94 -4.32  0.00
H 2.48 1.93 -3.14  0.00
H 3.43 0.46 -3.43  0.00
H -0.88 -1.03 4.68  0.00
H -0.11 0.08 6.73  0.00
H 1.37 2.05 6.60  0.00
H 2.08 2.91 4.39  0.00
H 1.33 1.79 2.34  0.00
H 1.78 -1.09 -2.77  0.00
H 2.52 -3.28 -3.60  0.00
H 4.25 -4.54 -2.33  0.00
H 5.19 -3.58 -0.28  0.00
H 5.09 -2.10 1.48  0.00
H 3.72 -0.98 1.61  0.00
H 5.21 -0.47 0.81  0.00
H 3.83 1.71 1.73  0.00
H 4.62 3.28 1.85  0.00
H 5.57 1.81 2.05  0.00
H 6.95 3.13 0.38  0.00
C 0.44 -6.79 1.17  0.00
Si 0.46 -5.01 0.47  0.02
C 1.93 -4.08 1.21  0.00
C 0.57 -5.08 -1.43  0.01
C -1.13 -4.04 0.89  0.03
Te -0.92 -2.13 -0.08  0.23
C -2.53 -2.67 -1.49  0.10
Si -2.74 -1.33 -2.82  -0.01
C -1.05 -1.06 -3.67  0.01
C -4.01 -1.97 -4.10  0.00
C -3.31 0.32 -2.06  0.00
H 1.29 -7.33 0.79  0.00
H -0.45 -7.34 0.89  0.00
H 0.51 -6.79 2.26  0.00
H 2.88 -4.52 0.94  0.00
H 1.86 -4.06 2.30  0.00
H 1.91 -3.06 0.87  0.00
H 1.48 -5.59 -1.74  0.00
H 0.60 -4.07 -1.83  0.00
H -0.27 -5.60 -1.89  0.00
H -1.22 -3.89 1.96  0.01
H -2.04 -4.51 0.51  0.00
H -3.45 -2.79 -0.93  -0.01
H -2.27 -3.63 -1.94  0.01
H -0.58 -2.01 -3.93  0.00
H -0.38 -0.53 -3.00  -0.01
H -1.15 -0.48 -4.58  0.00
H -3.70 -2.94 -4.49  0.00
H -4.11 -1.30 -4.94  0.00
H -4.99 -2.10 -3.65  0.00
H -2.69 0.57 -1.19  0.00
H -4.35 0.25 -1.72  0.00
H -3.25 1.13 -2.77  0.00

=====

Record 2
This record from the OMol25 dataset describes the ion C4H4O4 with charge -2 at a distorted geometry. The level of theory is wB97M-V/def2-TZVPD.

As for the highest occupied orbital energy: 0.06 eV. For the largest force on an atom, the calculation gives 3.8 eV Å⁻¹. As for the total charge: -2. The energy above the lowest of the compared OMol25 structures with the same formula, charge and spin comes out at 95.5 kJ/mol. The value obtained for the orbital gap is 6.97 eV.

Each line ends with the natural charge from an NBO analysis.
Element x y z (Å)
O -2.47 -1.09 -1.44  -0.84
C -1.80 -0.13 -0.89  0.76
O -1.91 1.11 -1.14  -0.80
C -0.46 -0.67 -0.20  -0.53
C 0.58 0.49 -0.08  -0.52
C 1.53 0.22 1.11  0.74
O 2.68 0.81 1.15  -0.87
O 1.32 -0.44 2.15  -0.80
H -0.77 -0.94 0.84  0.22
H -0.11 -1.55 -0.75  0.20
H 0.05 1.48 0.14  0.24
H 1.37 0.70 -0.89  0.20

=====

Record 3
This record from the OMol25 dataset describes a structure of composition C23H19Cl2FeIN2O2S at a distorted geometry. The level of theory is wB97M-V/def2-TZVPD.

As for the highest occupied orbital energy (alpha / beta): -11.41 / -11.45 eV. For the largest force on an atom, the calculation gives 1.7 eV Å⁻¹. As for the total charge: +1. The energy above the lowest of the compared OMol25 structures with the same formula, charge and spin comes out at 20.7 kJ/mol. Its spin multiplicity is 2. The value obtained for the orbital gap (alpha / beta) is 6.94 / 7.72 eV.

Each line ends with the Mulliken spin population.
Element x y z (Å)
Fe 0.13 -0.40 0.13  1.21
I -1.11 -2.11 -1.49  -0.05
C -2.79 -0.87 -1.51  -0.02
C -3.95 -1.16 -2.16  0.01
C -4.97 -0.18 -2.16  0.00
C -4.79 1.03 -1.55  0.00
C -3.58 1.34 -0.88  0.00
C -3.35 2.59 -0.24  0.04
C -2.16 2.85 0.38  -0.03
C -1.13 1.87 0.39  0.02
C -1.34 0.66 -0.19  -0.20
C -2.56 0.37 -0.87  0.03
H -4.11 -2.11 -2.65  0.00
H -5.90 -0.39 -2.67  0.00
H -5.58 1.78 -1.57  0.00
H -4.13 3.33 -0.25  0.00
H -1.99 3.81 0.86  0.00
H -0.17 2.12 0.85  -0.01
C -2.53 2.02 -5.69  0.00
C -1.42 1.39 -4.90  0.00
C -0.81 0.21 -5.33  0.00
C 0.21 -0.37 -4.60  0.00
C 0.65 0.25 -3.44  0.00
C 0.08 1.44 -3.00  -0.01
C -0.96 1.99 -3.73  0.00
S 1.98 -0.51 -2.58  0.00
O 3.22 0.15 -2.84  0.00
O 1.90 -1.93 -2.78  0.00
N 1.57 -0.14 -1.01  0.00
C 2.48 -0.35 0.00  -0.01
C 3.82 -0.74 -0.02  0.00
C 4.45 -0.83 1.20  0.00
C 3.76 -0.57 2.39  0.00
C 2.43 -0.25 2.32  0.00
N 1.81 -0.15 1.14  0.00
H -2.80 1.42 -6.55  0.00
H -2.24 3.01 -6.04  0.00
H -3.42 2.14 -5.07  0.00
H -1.15 -0.26 -6.24  0.00
H 0.66 -1.30 -4.93  0.00
H 0.43 1.92 -2.10  0.01
H -1.41 2.91 -3.39  0.00
H 4.33 -0.93 -0.95  0.00
H 5.50 -1.11 1.24  0.00
H 4.26 -0.62 3.35  0.00
H 1.84 -0.05 3.21  0.00
Cl -1.03 -1.78 2.06  0.00
C -1.42 -0.90 3.59  0.00
Cl -0.76 0.72 3.66  0.00
H -1.00 -1.50 4.39  0.00
H -2.50 -0.85 3.64  0.00

=====

Record 4
This record from the OMol25 dataset describes a structure of composition C11H23CuP2 at a distorted geometry. The level of theory is wB97M-V/def2-TZVPD.

As for the highest occupied orbital energy (alpha / beta): -0.62 / -2.66 eV. For the largest force on an atom, the calculation gives 1.2 eV Å⁻¹. As for the total charge: -1. Its spin multiplicity is 2. The value obtained for the orbital gap (alpha / beta) is 3.60 / 5.59 eV.

Each line ends with the Mulliken spin population.
Element x y z (Å)
C -0.15 -0.48 -1.78  0.02
C -0.97 -1.45 -2.43  0.01
C -0.59 -2.74 -1.98  0.00
C 0.53 -2.60 -1.12  -0.01
C 0.79 -1.20 -0.95  -0.01
Cu 0.10 1.28 0.93  0.69
P -0.54 3.16 0.19  0.02
H -0.22 0.60 -1.89  0.02
H -1.79 -1.21 -3.10  0.00
H -1.05 -3.68 -2.24  0.00
H 1.57 -0.77 -0.31  0.01
H 1.10 -3.40 -0.66  0.00
H -1.71 3.60 0.87  0.07
H -0.91 3.18 -1.18  0.06
H 0.28 4.33 0.27  0.02
C -0.15 -3.07 2.15  -0.03
C -0.63 -1.81 2.86  0.04
P 0.17 -0.22 2.45  -0.19
C -0.61 0.98 3.62  0.03
C -0.85 0.51 5.05  -0.02
C 1.94 -0.51 2.82  0.26
C 2.25 -0.85 4.27  -0.01
H -0.51 -3.10 1.12  0.01
H -0.55 -3.95 2.65  0.00
H 0.94 -3.17 2.12  0.00
H -1.68 -1.64 2.58  0.05
H -0.64 -1.98 3.95  -0.04
H -0.04 1.92 3.61  0.03
H -1.59 1.20 3.16  0.01
H 0.09 0.28 5.57  -0.01
H -1.36 1.30 5.60  0.00
H -1.48 -0.39 5.06  -0.01
H 2.25 -1.34 2.16  0.07
H 2.48 0.38 2.48  -0.09
H 1.64 -1.68 4.64  0.00
H 3.30 -1.13 4.36  0.00
H 2.09 0.02 4.92  -0.01